A) {"formula": "C17H26N4O4S", "method": "ωB97M-V with the def2-TZVPD basis set", "smiles": "CCCCN(C)CCNS(=O)(=O)c1ccc2c(c1)n(C)c(=O)c(=O)n2C", "e_homo_ev": -8.281, "lumo_energy_ev": 0.01, "total_charge": 0, "species": ["C", "H", "C", "C", "H", "C", "N", "C", "H", "H", "H", "C", "H", "C", "N", "S", "O", "O", "C", "C", "C", "C", "C", "C", "H", "H", "N", "C", "O", "C", "O", "N", "C", "H", "H", "H", "C", "H", "H", "H", "H", "H", "H", "H", "H", "H", "H", "H", "H", "H", "H", "H"], "xyz": [[2.43, 0.54, -1.20], [3.42, 0.89, -0.90], [1.38, 1.60, -0.91], [1.36, 2.08, 0.54], [2.31, 2.58, 0.77], [1.14, 0.93, 1.53], [0.69, 1.30, 2.86], [1.45, 2.35, 3.48], [1.28, 3.35, 3.05], [2.51, 2.12, 3.39], [1.19, 2.39, 4.54], [-0.74, 1.35, 3.10], [-0.87, 1.46, 4.18], [-1.57, 2.45, 2.42], [-1.85, 2.13, 1.03], [-3.03, 0.97, 0.73], [-3.67, 0.59, 1.96], [-3.82, 1.47, -0.36], [-2.06, -0.39, 0.12], [-1.60, -0.31, -1.18], [-0.76, -1.29, -1.70], [-0.37, -2.36, -0.86], [-0.89, -2.44, 0.43], [-1.73, -1.46, 0.92], [-2.13, -1.52, 1.92], [-0.62, -3.27, 1.07], [0.51, -3.31, -1.35], [1.05, -3.25, -2.61], [1.84, -4.08, -3.00], [0.62, -2.12, -3.50], [1.05, -2.02, -4.63], [-0.28, -1.22, -2.99], [-0.72, -0.15, -3.87], [-0.27, -0.33, -4.84], [-0.38, 0.82, -3.49], [-1.80, -0.15, -3.96], [0.91, -4.42, -0.51], [1.42, -4.06, 0.39], [1.61, -5.02, -1.09], [0.05, -5.03, -0.23], [-1.94, 0.53, -1.77], [-2.07, 2.94, 0.47], [-1.04, 3.40, 2.46], [-2.51, 2.55, 2.97], [-1.16, 0.39, 2.80], [2.08, 0.39, 1.66], [0.40, 0.24, 1.12], [0.56, 2.81, 0.65], [1.56, 2.47, -1.56], [0.39, 1.21, -1.15], [2.22, -0.38, -0.65], [2.46, 0.30, -2.26]], "mulliken_charge": [-1.302, 0.402, 0.382, -0.356, 0.453, 0.028, 0.140, -1.131, 0.359, 0.359, 0.338, -0.475, 0.425, -0.962, -0.240, 1.368, -0.665, -0.771, -0.559, -0.485, 0.449, 0.775, -0.393, -1.120, 0.521, 0.496, -0.144, 0.627, -0.624, 0.591, -0.620, -0.082, -1.267, 0.431, 0.305, 0.400, -1.377, 0.403, 0.400, 0.387, 0.702, 0.340, 0.524, 0.436, 0.013, 0.533, -0.839, 0.212, 0.399, -0.376, 0.181, 0.411]}

---

B) {"formula": "C17H26N4O4S", "method": "ωB97M-V with the def2-TZVPD basis set", "smiles": "COc1cc(OC)c(OC)cc1/C=N/NC(=S)NCCN1CCOCC1", "e_homo_ev": -7.555, "lumo_energy_ev": 0.45, "total_charge": 0, "species": ["C", "H", "O", "C", "C", "C", "C", "C", "C", "C", "N", "N", "C", "N", "H", "C", "C", "N", "C", "H", "C", "H", "O", "C", "H", "C", "H", "H", "H", "H", "H", "H", "H", "H", "H", "S", "H", "H", "H", "O", "C", "H", "H", "H", "O", "C", "H", "H", "H", "H", "H", "H"], "xyz": [[-3.49, -3.93, 0.92], [-3.89, -3.54, 1.87], [-2.37, -3.19, 0.49], [-2.52, -1.87, 0.19], [-3.72, -1.18, 0.33], [-3.80, 0.16, -0.02], [-2.67, 0.83, -0.53], [-1.47, 0.15, -0.61], [-1.38, -1.20, -0.26], [-0.15, -1.94, -0.42], [1.01, -1.41, -0.28], [2.08, -2.18, -0.54], [3.38, -1.85, -0.32], [3.72, -0.83, 0.49], [4.73, -0.72, 0.57], [2.97, -0.32, 1.61], [3.35, 1.14, 1.92], [2.68, 2.16, 1.15], [1.28, 2.35, 1.48], [1.18, 2.45, 2.57], [0.80, 3.63, 0.80], [-0.26, 3.80, 0.98], [0.96, 3.55, -0.60], [2.31, 3.31, -0.94], [2.34, 3.24, -2.03], [2.82, 2.03, -0.29], [3.88, 1.89, -0.53], [2.26, 1.17, -0.69], [2.93, 4.16, -0.60], [1.38, 4.48, 1.19], [0.64, 1.51, 1.15], [3.14, 1.34, 2.97], [4.42, 1.26, 1.76], [1.90, -0.39, 1.38], [3.17, -0.93, 2.50], [4.55, -2.73, -1.10], [1.95, -3.07, -1.03], [-0.25, -3.00, -0.67], [-0.58, 0.64, -0.98], [-2.87, 2.12, -0.92], [-1.93, 2.70, -1.80], [-2.38, 3.64, -2.12], [-0.97, 2.91, -1.31], [-1.76, 2.06, -2.67], [-4.93, 0.91, 0.06], [-6.11, 0.31, 0.54], [-6.87, 1.09, 0.51], [-6.43, -0.52, -0.11], [-6.00, -0.05, 1.56], [-4.59, -1.68, 0.70], [-4.28, -3.93, 0.17], [-3.14, -4.95, 1.07]], "mulliken_charge": [-0.949, 0.341, -0.480, 0.123, -0.468, 0.551, 0.693, -0.463, -0.228, -0.410, -0.023, -0.286, 0.025, -0.032, 0.257, -0.148, -1.132, -0.016, -0.204, 0.473, -0.831, 0.405, -0.448, -0.796, 0.365, -0.132, 0.456, -0.032, 0.407, 0.374, 0.028, 0.397, 0.444, 0.104, 0.365, -0.457, 0.285, 0.413, 0.549, -0.417, -0.652, 0.260, 0.138, 0.364, -0.441, -0.956, 0.239, 0.369, 0.360, 0.592, 0.368, 0.252]}

---

Q: Which of them is the most stable? A: A).

---

A) {"formula": "C5H13N2O", "method": "ωB97M-V with the def2-TZVPD basis set", "e_homo_ev": [-10.159, -10.186], "lumo_energy_ev": [0.89, -2.37], "multiplicity": 2, "total_charge": 0, "species": ["C", "N", "C", "O", "C", "C", "C", "N", "H", "H", "H", "H", "H", "H", "H", "H", "H", "H", "H", "H", "H"], "xyz": [[0.93, -0.17, 0.47], [0.95, -1.41, -0.27], [1.89, -1.65, -1.18], [2.64, -0.81, -1.71], [-0.48, 0.40, 0.73], [-1.30, 0.17, -0.58], [-2.31, 1.23, -0.97], [-0.24, 2.01, 0.98], [1.45, -0.37, 1.42], [1.35, 0.64, -0.14], [2.72, -1.94, 1.58], [2.73, -2.64, 1.78], [1.83, -2.68, -1.55], [-1.00, -0.09, 1.57], [-1.72, -0.85, -0.49], [-0.68, 0.14, -1.48], [-2.62, 1.07, -2.00], [-1.89, 2.23, -0.88], [-3.19, 1.31, -0.35], [-1.20, 1.43, 1.15], [0.15, 1.96, 1.93]], "lowdin_spin": [0.056, 0.560, 0.034, 0.288, 0.006, 0.004, 0.000, 0.011, 0.025, 0.011, 0.004, 0.002, -0.004, 0.000, 0.000, 0.002, 0.000, 0.000, 0.000, 0.000, 0.001]}

---

B) {"formula": "C5H13N2O", "method": "ωB97M-V with the def2-TZVPD basis set", "e_homo_ev": [-3.311, -10.282], "lumo_energy_ev": [0.66, 0.53], "multiplicity": 2, "total_charge": 0, "species": ["O", "C", "N", "C", "C", "N", "C", "C", "H", "H", "H", "H", "H", "H", "H", "H", "H", "H", "H", "H", "H"], "xyz": [[1.50, -0.51, 1.88], [1.12, -0.66, 0.73], [1.96, -1.11, -0.24], [1.63, -1.23, -1.65], [-0.30, -0.26, 0.32], [-1.14, -0.55, 1.54], [-1.70, 1.81, -0.31], [-0.32, 1.22, -0.01], [2.92, -1.19, 0.06], [2.58, -1.24, -2.19], [1.08, -2.14, -1.87], [1.03, -0.41, -2.02], [-0.62, -0.95, -0.45], [-1.50, -1.56, 1.57], [-1.98, 0.04, 1.57], [-0.54, -0.38, 2.36], [-2.45, 1.08, -0.61], [-2.09, 2.37, 0.53], [-1.62, 2.50, -1.14], [0.14, 1.75, 0.82], [0.30, 1.40, -0.89]], "lowdin_spin": [0.047, 0.051, 0.008, 0.010, 0.112, 0.191, 0.047, 0.027, 0.001, 0.000, 0.009, 0.001, 0.055, 0.216, 0.117, 0.054, 0.024, 0.014, 0.003, 0.008, 0.004]}

---

Q: Which of them is the most stable? A: B).

---

A) {"formula": "CH5BS", "method": "ωB97M-V with the def2-TZVPD basis set", "smiles": "CBS", "e_homo_ev": -10.449, "lumo_energy_ev": 0.55, "total_charge": 0, "species": ["B", "C", "S", "H", "H", "H", "H", "H"], "xyz": [[-0.53, 0.18, 0.39], [0.78, -0.60, -0.05], [-2.16, -0.11, -0.13], [0.01, 1.07, 1.28], [0.83, -1.48, -0.61], [1.53, -0.85, 0.76], [1.27, 0.12, -0.61], [-2.76, 0.95, 0.37]], "mulliken_charge": [0.152, -0.957, -0.249, -0.066, 0.392, 0.265, 0.329, 0.134]}

---

B) {"formula": "CH5BS", "method": "ωB97M-V with the def2-TZVPD basis set", "smiles": "[H][H].C=BS", "e_homo_ev": -8.620, "lumo_energy_ev": 0.29, "total_charge": 0, "species": ["B", "C", "S", "H", "H", "H", "H", "H"], "xyz": [[-0.17, -0.36, -1.04], [0.50, -0.99, -0.03], [-0.96, 0.66, -2.22], [0.14, 0.79, 1.92], [-0.46, 1.09, 2.14], [0.65, -2.04, -0.08], [0.35, -0.72, 1.19], [-0.05, 1.57, -1.88]], "mulliken_charge": [0.233, -0.392, -0.323, -0.143, 0.128, 0.253, 0.090, 0.155]}

---

Q: Which of them is the most stable? A: A).

---

A) {"formula": "C27H23Br3GaN4OS", "method": "ωB97M-V with the def2-TZVPD basis set", "e_homo_ev": -3.071, "lumo_energy_ev": 2.47, "total_charge": -1, "species": ["Ga", "S", "C", "C", "C", "C", "C", "C", "C", "C", "C", "N", "H", "H", "H", "H", "H", "H", "Br", "C", "C", "C", "Br", "C", "C", "C", "C", "N", "C", "C", "O", "H", "H", "H", "H", "C", "C", "C", "C", "N", "H", "H", "H", "H", "H", "H", "H", "H", "H", "Br", "C", "C", "C", "C", "C", "N", "H", "H", "H", "H"], "xyz": [[-0.28, 0.07, 0.35], [-4.49, -1.35, -0.46], [-3.69, -2.64, 0.33], [-2.40, -2.34, 0.62], [-2.01, -1.02, 0.23], [-3.05, -0.38, -0.37], [-2.93, 0.98, -0.87], [-3.97, 1.72, -1.44], [-3.74, 3.01, -1.86], [-2.47, 3.56, -1.70], [-1.49, 2.76, -1.13], [-1.71, 1.52, -0.73], [-4.23, -3.56, 0.52], [-1.74, -3.04, 1.13], [-4.95, 1.27, -1.54], [-4.53, 3.59, -2.30], [-2.24, 4.57, -2.01], [-0.48, 3.13, -0.97], [0.84, -2.78, -3.79], [1.67, -1.15, -3.26], [2.78, -0.68, -3.98], [3.43, 0.45, -3.59], [4.95, 1.03, -4.59], [3.00, 1.19, -2.46], [3.62, 2.33, -1.92], [3.12, 2.90, -0.77], [1.98, 2.35, -0.17], [1.36, 1.31, -0.69], [1.86, 0.71, -1.78], [1.17, -0.50, -2.14], [0.19, -0.90, -1.42], [3.12, -1.24, -4.84], [4.50, 2.74, -2.40], [3.60, 3.76, -0.33], [1.56, 2.70, 0.77], [0.82, 1.21, 4.16], [0.03, 0.34, 3.16], [0.27, -1.13, 3.54], [-1.46, 0.65, 3.37], [0.53, 0.66, 1.84], [0.54, 1.00, 5.20], [0.64, 2.26, 3.95], [1.89, 1.01, 4.03], [-0.05, -1.36, 4.56], [1.33, -1.36, 3.44], [-0.28, -1.78, 2.85], [-1.78, 0.52, 4.41], [-2.08, 0.00, 2.74], [-1.65, 1.69, 3.07], [4.52, -0.16, 0.95], [3.43, -1.71, 1.09], [3.64, -2.58, 2.16], [2.82, -3.69, 2.23], [1.85, -3.88, 1.25], [1.74, -2.95, 0.24], [2.52, -1.87, 0.16], [4.39, -2.37, 2.90], [2.93, -4.39, 3.05], [1.19, -4.74, 1.28], [0.99, -3.03, -0.54]], "mulliken_charge": [0.017, -0.357, -0.416, -0.788, -0.368, 0.274, 1.268, -1.173, -0.292, -0.983, 0.002, 0.107, 0.451, 0.300, 0.390, 0.398, 0.415, 0.396, -0.237, 0.033, -0.333, 0.018, -0.289, 0.487, -0.885, -1.033, -0.134, 0.312, 0.297, 0.026, -0.211, 0.400, 0.314, 0.374, 0.454, -2.022, 1.440, -1.112, -1.617, 0.347, 0.399, 0.396, 0.355, 0.454, 0.119, 0.078, 0.458, 0.219, 0.329, -0.178, 0.306, -0.538, -0.259, -0.771, -0.269, 0.038, 0.390, 0.359, 0.385, 0.462]}

---

B) {"formula": "C27H23Br3GaN4OS", "method": "ωB97M-V with the def2-TZVPD basis set", "e_homo_ev": -2.932, "lumo_energy_ev": 2.35, "total_charge": -1, "species": ["Ga", "S", "C", "C", "C", "C", "C", "C", "C", "C", "C", "N", "H", "H", "H", "H", "H", "H", "Br", "C", "C", "C", "Br", "C", "C", "C", "C", "N", "C", "C", "O", "H", "H", "H", "H", "C", "C", "C", "C", "N", "H", "H", "H", "H", "H", "H", "H", "H", "H", "Br", "C", "C", "C", "C", "C", "N", "H", "H", "H", "H"], "xyz": [[-0.58, -0.41, -0.15], [1.37, -3.45, -2.80], [0.66, -4.31, -1.49], [0.07, -3.47, -0.60], [0.18, -2.09, -0.94], [0.84, -1.95, -2.13], [1.08, -0.64, -2.72], [1.72, -0.43, -3.95], [1.91, 0.87, -4.38], [1.48, 1.93, -3.59], [0.85, 1.63, -2.40], [0.65, 0.39, -1.98], [0.72, -5.38, -1.46], [-0.43, -3.82, 0.29], [2.05, -1.27, -4.54], [2.41, 1.06, -5.33], [1.62, 2.96, -3.90], [0.49, 2.40, -1.72], [1.10, -0.93, 3.99], [0.27, 0.70, 3.48], [-0.26, 1.52, 4.48], [-0.88, 2.68, 4.14], [-1.63, 3.74, 5.53], [-0.96, 3.10, 2.79], [-1.58, 4.30, 2.37], [-1.55, 4.64, 1.05], [-0.87, 3.79, 0.15], [-0.31, 2.67, 0.50], [-0.38, 2.28, 1.79], [0.19, 0.99, 2.13], [0.62, 0.17, 1.22], [-0.19, 1.21, 5.51], [-2.07, 4.93, 3.10], [-2.03, 5.54, 0.69], [-0.80, 4.07, -0.90], [-4.63, 0.13, 0.13], [-3.33, 0.08, -0.70], [-3.36, 1.27, -1.68], [-3.35, -1.21, -1.54], [-2.22, 0.19, 0.20], [-5.52, 0.11, -0.51], [-4.63, 1.04, 0.73], [-4.65, -0.73, 0.81], [-4.25, 1.25, -2.34], [-2.46, 1.26, -2.31], [-3.36, 2.20, -1.12], [-4.25, -1.29, -2.16], [-3.31, -2.08, -0.87], [-2.48, -1.25, -2.20], [3.98, -0.48, -0.93], [4.00, -1.82, 0.43], [5.22, -2.24, 0.92], [5.20, -3.22, 1.90], [3.98, -3.71, 2.34], [2.82, -3.20, 1.77], [2.83, -2.26, 0.82], [6.14, -1.82, 0.55], [6.13, -3.58, 2.33], [3.92, -4.47, 3.10], [1.84, -3.54, 2.07]], "mulliken_charge": [-0.754, -0.319, -0.426, -0.840, 0.354, 0.190, 0.748, -0.927, -0.478, -0.853, 0.027, 0.492, 0.462, 0.490, 0.390, 0.402, 0.446, 0.120, -0.195, 0.111, -0.406, -0.041, -0.294, 1.035, -0.871, -0.876, -0.190, -0.086, -0.192, 0.438, -0.282, 0.396, 0.292, 0.372, 0.248, -1.914, 1.501, -1.404, -1.520, 0.348, 0.377, 0.364, 0.388, 0.463, 0.165, 0.238, 0.465, 0.317, 0.248, -0.097, 0.277, -0.670, -0.240, -0.818, -0.397, 0.202, 0.408, 0.350, 0.403, 0.559]}

---

Q: Which of them is the most stable? A: A).

---

A) {"formula": "C5H10IN2", "method": "ωB97M-V with the def2-TZVPD basis set", "e_homo_ev": [-12.977, -12.910], "lumo_energy_ev": [-4.94, -5.04], "total_charge": 1, "species": ["C", "C", "C", "C", "C", "N", "N", "I", "H", "H", "H", "H", "H", "H", "H", "H", "H", "H"], "xyz": [[0.41, -0.44, -1.96], [1.33, 0.44, -1.16], [-0.40, -0.10, 0.60], [-1.66, 0.62, 0.78], [-0.06, -1.21, 1.48], [-0.60, -0.92, -1.49], [0.70, 0.80, 0.17], [0.89, -0.51, -4.04], [2.27, -0.02, -0.88], [1.55, 1.28, -1.78], [-1.96, 1.32, 1.65], [-2.28, -0.33, 0.65], [-1.80, 1.43, -0.02], [0.71, -1.82, 1.14], [-0.88, -1.96, 1.37], [-0.10, -0.93, 2.49], [1.58, 0.60, 0.77], [0.30, 1.76, 0.26]], "mulliken_charge": [0.366, -0.805, 0.387, -1.159, -1.388, -0.527, -0.059, 0.184, 0.325, 0.522, 0.347, 0.331, 0.395, 0.460, 0.413, 0.405, 0.409, 0.395]}

---

B) {"formula": "C5H10IN2", "method": "ωB97M-V with the def2-TZVPD basis set", "e_homo_ev": -13.472, "lumo_energy_ev": -5.18, "total_charge": 1, "species": ["C", "C", "C", "C", "C", "N", "N", "I", "H", "H", "H", "H", "H", "H", "H", "H", "H", "H"], "xyz": [[-3.05, -0.97, 0.04], [1.80, 0.52, -0.56], [1.50, 1.74, 0.25], [0.50, -0.38, -0.36], [0.03, 1.52, 0.68], [-3.11, -2.26, 0.19], [-0.48, 0.48, 0.22], [-4.77, 0.20, -0.47], [2.00, 0.88, -1.54], [2.63, 0.06, -0.30], [2.13, 1.82, 1.02], [1.36, 2.59, -0.27], [0.07, -1.00, -1.25], [0.59, -1.24, 0.36], [-0.62, 2.11, 1.33], [-3.77, -2.77, -0.37], [-2.04, -0.50, 0.36], [-2.42, -2.63, 0.83]], "mulliken_charge": [0.041, -0.601, -0.678, -0.578, -0.412, -0.234, -0.240, 0.290, 0.277, 0.415, 0.382, 0.340, 0.286, 0.273, 0.440, 0.274, 0.437, 0.288]}

---

Q: Which of them is the most stable? A: B).